# 1
The following is a DFT calculation (wB97M-V/def2-TZVPD) of a molecular structure, C27H49CoF2NO2Si2.

Properties
⟨S²⟩: 3.763
Relative energy (zero: lowest compared OMol25 entry of this formula, charge and spin), eV: 0.0000
Highest occupied orbital energy (alpha / beta), eV: -7.062 / -7.614
Kohn-Sham gap (alpha / beta), eV: 7.0 / 7.3
Multiplicity: 4

```
84
Properties=species:S:1:pos:R:3:mulliken_spin:R:1
O -1.39044 -1.76107 -2.60014 0.047
O 0.87281 1.47402 -6.42350 0.000
C -0.44243 -2.74418 -3.08771 0.000
C -1.05955 -4.12716 -3.23195 0.002
H 0.39016 -2.73539 -2.35988 -0.004
H -0.07472 -2.38338 -4.06677 0.002
H -1.46149 -4.47097 -2.27563 0.000
H -0.28828 -4.83588 -3.54374 0.000
H -1.85067 -4.15798 -3.99072 0.000
C -1.77558 -0.78564 -3.57985 -0.008
C -1.74735 -1.13313 -5.05536 -0.001
H -1.12443 0.09168 -3.40025 0.003
H -2.79688 -0.52363 -3.29369 0.000
H -0.84079 -0.68849 -5.49029 0.000
H -2.59940 -0.61517 -5.53581 0.000
H -1.82131 -2.20048 -5.30123 0.000
C 0.51122 2.52694 -5.53766 0.000
C 2.26608 1.19918 -6.34424 0.000
C -0.91382 2.93386 -5.82386 0.000
H 1.18303 3.37337 -5.73358 0.000
H 0.65490 2.25698 -4.46682 0.000
H -0.99576 3.24428 -6.87021 0.000
H -1.18959 3.78963 -5.20973 0.000
H -1.60661 2.10501 -5.64193 0.000
C 2.68118 0.45644 -7.59041 0.000
H 2.54207 0.63320 -5.42878 0.000
H 2.80933 2.15247 -6.29276 0.000
H 2.03426 -0.40860 -7.75898 0.000
H 3.72268 0.14734 -7.51978 0.000
H 2.58213 1.12631 -8.44962 0.000
H 2.30774 1.79449 -1.62858 -0.001
Co -1.25841 -0.95150 -0.12651 2.732
C 2.92228 1.06173 -2.12737 0.000
Si 4.59247 1.13451 -1.26079 0.000
H 2.42831 0.08229 -2.03899 0.000
H 3.05096 1.30002 -3.20835 0.000
C 5.78493 0.02470 -2.20174 0.000
C 4.36610 0.55419 0.51989 0.000
C 4.74152 3.01948 -1.23304 0.000
C -3.03514 -1.94111 -0.22677 0.140
Si -3.96455 -0.32280 -0.38115 -0.013
H -3.31738 -2.49738 0.70362 -0.003
H -3.09940 -2.64756 -1.09353 -0.004
C -5.56738 -0.64948 -1.28240 0.013
C -2.98792 1.00730 -1.30800 0.061
C -4.25790 0.31659 1.35266 0.010
H 4.40674 3.44711 -2.19032 0.000
H 5.73698 3.42193 -1.00868 0.000
H 4.05936 3.39513 -0.45566 0.000
H 5.53928 -1.03506 -2.04833 0.000
H 6.83884 0.15495 -1.90246 0.000
H 5.72891 0.21020 -3.28145 0.000
H 4.10000 -0.51631 0.57380 0.000
H 3.54770 1.11282 1.00341 0.000
H 5.26567 0.69744 1.13660 0.000
H -3.36830 1.14542 -2.32755 -0.002
H -1.88960 0.85800 -1.40209 -0.026
H -3.13830 1.95370 -0.76817 0.001
H -5.13417 0.98113 1.36328 0.000
H -3.39798 0.87183 1.75285 -0.003
H -4.45270 -0.53852 2.01638 0.000
H -6.37424 -0.05550 -0.83230 0.001
H -5.83176 -1.71309 -1.21345 -0.001
H -5.48261 -0.37532 -2.34272 -0.001
F -0.00257 4.24914 0.98353 0.001
C -0.05528 2.94672 1.43158 0.000
C -0.63523 1.99726 0.57168 -0.061
C -0.64317 0.66160 0.94815 0.128
C 0.05134 0.27111 2.11064 -0.124
C 0.57487 1.28306 2.94337 0.018
F 1.07647 0.96017 4.18444 0.001
C 0.52640 2.64185 2.65278 0.006
C 0.33530 -1.13713 2.23772 0.044
C 1.24001 -1.72590 3.11974 0.000
C 1.61872 -3.04807 2.95358 0.005
C 1.05134 -3.78370 1.90782 0.007
C 0.10820 -3.17749 1.08023 0.011
N -0.20150 -1.86651 1.20705 0.025
H -1.03592 2.33630 -0.38544 -0.001
H 0.92778 3.40374 3.32326 0.000
H 1.68177 -1.10461 3.88068 0.000
H 2.34909 -3.51034 3.62086 0.000
H 1.33266 -4.82092 1.70741 0.000
H -0.38614 -3.71925 0.25971 -0.001
```

***

# 2
The following is a DFT calculation (wB97M-V/def2-TZVPD) of 2 unconnected molecules or ions with the total composition C27H49FN5O2P3.

Properties
SMILES: C=Cc1c(CCO)c([C@@H](F)CC)cc2nc(P(C)CC)c(P(C)CC)nc12.CN(C)P(=O)(N(C)C)N(C)C
Highest occupied orbital energy, eV: -8.032
Kohn-Sham gap, eV: 7.2

```
87
Properties=species:S:1:pos:R:3:lowdin_charge:R:1
C 1.65632 -1.61317 -0.90072 0.012
C 0.32747 -1.93108 -0.82032 -0.143
C -0.74528 -0.80292 -0.83806 -0.074
C -1.16389 -0.30647 0.48329 -0.077
C -0.54573 -0.93144 1.77037 -0.109
C -0.97470 -2.46520 1.99594 -0.205
O 0.19381 -3.24412 2.32738 -0.106
C -2.20497 0.76382 0.55753 -0.087
C -2.77554 1.36246 1.89837 -0.254
F -2.61433 2.76479 1.91565 -0.030
C -4.31164 0.92857 1.98032 -0.178
C -5.30938 2.14820 2.13602 -0.111
C -2.74335 1.29750 -0.66974 0.052
C -2.35143 0.81810 -2.03701 -0.181
N -2.99002 1.42821 -3.10843 0.109
C -2.55084 0.84191 -4.26004 -0.377
P -3.34739 1.48261 -5.85995 0.925
C -5.13283 1.85033 -5.43642 -0.314
C -2.54830 3.15207 -6.18838 -0.426
C -1.11278 3.34328 -5.56588 -0.171
C -1.54193 -0.26668 -4.38936 -0.403
P -1.03568 -1.05690 -6.04417 0.921
C -2.62316 -1.88646 -6.68616 -0.318
C -0.44640 0.23541 -7.26165 -0.472
C 0.01126 -0.55974 -8.58291 -0.184
N -0.92640 -0.79599 -3.30023 0.098
C -1.33923 -0.24539 -2.09431 -0.147
H 2.37650 -2.28513 -0.37326 0.066
H 1.98445 -0.68771 -1.42466 0.081
H -0.00641 -2.99836 -0.69762 0.119
H 0.57333 -0.93934 1.64052 0.086
H -0.75098 -0.35610 2.70626 0.103
H -1.75348 -2.49001 2.79434 0.125
H -1.33824 -2.87092 1.01010 0.106
H 0.81555 -3.13881 1.58127 0.063
H -2.27052 0.89405 2.77665 0.123
H -4.64081 0.32473 1.09670 0.105
H -4.46894 0.27257 2.88667 0.111
H -5.53113 2.33578 3.22242 0.076
H -5.01905 3.06876 1.57573 0.070
H -6.29358 1.81202 1.68883 0.075
H -3.51239 2.11241 -0.59607 0.126
H -5.41961 2.81734 -5.94458 0.040
H -5.86071 1.05879 -5.73839 0.030
H -5.26248 2.04364 -4.32898 0.034
H -2.51202 3.42327 -7.27365 0.072
H -3.21543 3.92613 -5.69608 0.076
H -0.38484 2.52628 -5.79951 0.040
H -1.10761 3.47393 -4.45016 0.071
H -0.70196 4.31082 -5.98422 0.076
H -3.12614 -1.27642 -7.47641 0.020
H -3.25400 -2.08654 -5.78220 0.034
H -2.35222 -2.89991 -7.10398 0.031
H -1.22297 0.96325 -7.60827 0.035
H 0.49004 0.75130 -6.89964 0.072
H -0.92246 -0.63135 -9.21880 0.067
H 0.73883 0.03722 -9.19641 0.070
H 0.34979 -1.60359 -8.36748 0.054
C 4.84879 -2.66671 5.00672 -0.141
N 3.51581 -2.16381 5.28821 -0.304
C 2.54406 -3.14415 4.79833 -0.146
P 2.97323 -0.52108 5.17972 0.757
O 1.92499 -0.66313 6.28025 -0.302
N 3.98755 0.50651 6.15578 -0.352
C 5.16255 0.01217 6.85211 -0.145
C 3.27366 1.41018 7.06297 -0.155
N 4.06658 -0.25536 3.80290 -0.268
C 4.76838 1.03217 3.65840 -0.127
C 3.28289 -0.41745 2.54930 -0.148
H 5.09955 -2.64117 3.93649 0.077
H 4.93692 -3.70821 5.32953 0.083
H 5.63208 -2.14591 5.54752 0.048
H 2.56422 -3.22784 3.70606 0.055
H 1.52809 -2.87220 5.09346 0.071
H 2.73439 -4.13363 5.22117 0.081
H 4.92617 -0.82443 7.52207 0.091
H 5.62933 0.80293 7.44596 0.080
H 5.94298 -0.28256 6.14755 0.057
H 2.95154 0.89988 7.97732 0.079
H 2.39370 1.83643 6.57896 0.069
H 3.91214 2.25115 7.35125 0.077
H 4.08952 1.88307 3.75821 0.089
H 5.25113 1.09559 2.67772 0.083
H 5.57907 1.13839 4.37539 0.069
H 2.53879 0.37922 2.44476 0.080
H 2.75151 -1.37284 2.53692 0.052
H 3.93615 -0.40699 1.67474 0.082
```